# C31H42N3OPSc

A molecular structure, C31H42N3OPSc in a non-equilibrium geometry (ωB97M-V with the def2-TZVPD basis set, OMol25).

Each line ends with the Mulliken charge.
Atoms and positions in Å:
Sc 0.85656 -0.53876 0.51608  -0.023
N -0.32408 -4.98501 3.05236  -0.506
N 0.93891 -1.22593 -1.75123  -0.013
C 0.57863 2.49213 -0.66625  1.297
C 1.67544 1.66209 -0.30486  -0.163
C 1.66928 1.54420 1.12810  1.431
C 2.80109 0.99086 1.90961  -0.566
H 3.75938 1.26050 1.44302  0.379
H 2.79846 -0.11881 2.00928  -0.082
H 2.80654 1.41623 2.92209  0.111
C 0.53433 2.29599 1.62044  0.680
C 0.24070 2.58567 3.04468  -1.374
H 1.11696 3.01663 3.55766  0.258
H -0.03929 1.65649 3.56427  0.026
H -0.58836 3.30181 3.14940  0.414
C -0.18361 2.74523 0.50126  -0.403
C -1.51124 3.40838 0.52731  -2.238
H -2.11904 3.02508 1.36015  0.422
H -2.05542 3.22335 -0.41167  0.350
H -1.40760 4.49582 0.64892  0.369
C 2.73595 1.14404 -1.20075  -1.154
H 3.71870 1.56606 -0.93235  0.456
H 2.53457 1.41857 -2.24708  0.307
H 2.79770 0.03954 -1.15644  0.087
C 0.39753 3.10223 -2.00604  -1.028
H -0.58499 3.59236 -2.09449  0.399
H 0.48408 2.33344 -2.79037  -0.166
H 1.16761 3.87238 -2.20929  0.241
C -1.44399 -5.48916 3.52025  -0.609
H -1.33384 -6.16324 4.38306  0.391
C -2.66105 -5.21369 2.83030  -0.212
H -3.50039 -5.87346 3.07411  0.336
C -2.71035 -4.24159 1.80913  -0.670
H -3.63713 -4.14077 1.15660  0.299
C -1.55721 -3.38933 1.68343  0.372
H -1.51831 -2.57905 0.87119  0.075
C -0.45294 -3.77526 2.54279  -0.049
C 0.78088 -2.88705 2.96615  -0.630
H 1.37615 -2.73542 2.04374  0.564
C -0.30112 -0.66398 -1.79656  -0.184
C 0.69563 -2.48659 -2.36395  -0.871
H 1.06826 -3.39275 -1.95364  0.482
C -0.14839 -2.28818 -3.39580  -0.669
H -0.23728 -2.80036 -4.34281  0.480
N -0.78747 -1.06266 -3.04400  0.460
C -0.97079 0.04051 -3.87397  0.287
C 0.06471 0.46673 -4.76457  1.015
C -0.16319 1.65684 -5.45750  -0.905
H 0.57248 2.00478 -6.20392  0.230
C -1.31831 2.40062 -5.25763  0.876
C -1.69148 3.49723 -6.20907  -1.519
H -2.30989 4.25946 -5.71378  0.360
H -2.28124 3.09747 -7.05743  0.283
H -0.79413 3.98252 -6.63480  0.359
C -2.18674 2.06497 -4.20241  -1.014
H -3.03730 2.67762 -3.95893  0.327
C -1.97370 0.91544 -3.44779  1.342
C -2.67935 0.66935 -2.17626  -2.012
H -2.95396 -0.37279 -2.02302  0.331
H -3.57921 1.26821 -2.20180  0.607
H -2.09388 1.00259 -1.31337  0.070
C 1.43809 -0.17780 -4.78231  -1.611
H 1.40159 -1.23960 -5.06473  0.369
H 1.97342 -0.07507 -3.81866  0.095
H 2.07965 0.32975 -5.51674  0.456
C 1.88114 -2.23001 4.28279  -1.682
P 0.64379 -0.94258 4.09067  1.419
C -0.75349 -1.70895 4.96379  -1.247
C 1.54306 0.04300 5.37120  -1.314
O 0.32862 -0.51847 2.62752  -0.394
H 1.87907 -2.62964 5.31078  0.694
H 2.85262 -1.91642 3.86403  0.339
H 1.48826 -3.66066 3.61549  0.061
H -0.39278 -2.22920 5.87606  0.335
H -1.50251 -0.94583 5.20776  0.359
H -1.19375 -2.45364 4.27723  0.216
H 0.98293 0.83722 5.87080  0.384
H 2.49847 0.42540 4.99247  0.314
H 1.81754 -0.67713 6.16019  0.495

Atoms 1-3, force components in eV/Å:
-0.9 0.7 -0.4
0.2 -1.0 2.5
-2.9 -2.6 4.4

energy relative to the best compared isomer or geometry (same formula, charge and spin): 930.5 kJ/mol
HOMO level (alpha / beta): -1.27 / -2.75 eV
E: -2547.711209 hartree
lowest unoccupied orbital energy (alpha / beta): 2.5938 / 2.4836 eV
net charge: -1
gap between HOMO and LUMO (alpha / beta): 3.860 / 5.231 eV